1.
{
  "formula": "C6H10N5",
  "method": "ωB97M-V/def2-TZVPD",
  "elements": ["C", "C", "C", "C", "C", "C", "N", "N", "N", "N", "N", "H", "H", "H", "H", "H", "H", "H", "H", "H", "H"],
  "coordinates": [[-0.21651, -2.23212, 0.03849], [1.88398, -1.37482, 0.03268], [-0.68394, -0.98050, -0.06617], [0.20390, 0.18114, 0.02957], [-2.34924, 0.13554, -0.12633], [-3.68188, -0.34229, 0.10067], [1.10522, -2.38666, 0.00951], [1.50877, -0.06724, 0.17569], [-0.37412, 1.37208, 0.01771], [-1.70852, 1.26448, -0.09315], [3.26975, 1.73251, -0.07966], [-0.69497, -3.11995, 0.12178], [2.92276, -1.37323, -0.06451], [-3.53126, -1.45508, 0.27209], [-4.30855, -0.05726, -0.72535], [-4.03481, 0.07914, 0.94947], [2.76655, 2.55108, -0.32640], [-2.10690, 2.28616, -0.22778], [3.76531, 1.48604, 0.79461], [3.94175, 1.64315, -0.84081], [2.32270, 0.65780, 0.00788]],
  "relative_energy_kj_mol": 331.5,
  "total_charge": 1,
  "orbital_gap_ev": 8.59,
  "total_energy_ev": -13824.588
}


2.
{
  "formula": "C6H10N5",
  "method": "ωB97M-V/def2-TZVPD",
  "elements": ["C", "C", "C", "C", "C", "C", "N", "N", "N", "N", "N", "H", "H", "H", "H", "H", "H", "H", "H", "H", "H"],
  "coordinates": [[1.84544, -0.01438, -1.80333], [2.09081, -0.91516, -0.78480], [-0.09953, 0.00833, -0.64334], [-1.20112, 2.00665, 0.28784], [-0.76285, -1.55878, 1.37177], [-1.27812, 0.40111, 0.12201], [-0.78794, 2.72222, -0.63721], [0.61470, 0.55356, -1.67122], [0.96842, -1.01949, -0.07148], [-1.38004, -0.28860, 1.39845], [0.72542, -1.60342, 1.12696], [2.60057, 0.26839, -2.45540], [2.91724, -1.41857, -0.34360], [-1.71830, 2.41680, 1.18678], [-0.85604, -2.09039, 2.28386], [-1.19090, -2.09249, 0.55486], [-2.31922, 0.27888, -0.38732], [-0.69352, 3.74574, -0.48246], [0.17102, 0.88278, -2.56278], [-0.89123, 0.24586, 2.18496], [1.24521, -2.52904, 1.32545]],
  "relative_energy_kj_mol": 296.6,
  "total_charge": 1,
  "orbital_gap_ev": 8.92,
  "total_energy_ev": -13824.949
}


3.
{
  "formula": "C6H10N5S",
  "method": "ωB97M-V/def2-TZVPD",
  "elements": ["C", "C", "C", "C", "C", "C", "N", "N", "N", "N", "N", "S", "H", "H", "H", "H", "H", "H", "H", "H", "H", "H"],
  "coordinates": [[-2.06902, -0.33782, 2.51055], [-1.69975, 0.77373, 3.24201], [0.47608, 1.98998, 1.49695], [-0.09072, -1.20562, -2.98949], [1.15828, -1.38891, -0.14118], [-0.78705, -1.16169, -1.62765], [-2.41130, -1.40513, 2.24489], [0.51455, 1.19319, 0.50436], [-0.28933, 0.50914, -0.18625], [1.10332, 3.11835, 1.70196], [0.01141, -0.62525, -0.62838], [-0.56134, 1.83700, 3.09788], [0.68168, -0.49318, -2.80920], [0.21274, -2.14282, -3.43098], [-0.70857, -0.63705, -3.64063], [1.99556, -0.60910, -0.21755], [0.97892, -1.61401, 1.05820], [1.42311, -2.31004, -0.72384], [-1.50012, -0.43689, -1.74733], [-1.20545, -2.11837, -1.28659], [1.10315, 3.52857, 2.57555], [1.66383, 3.53592, 0.99671]],
  "relative_energy_kj_mol": 509.8,
  "total_charge": 1,
  "orbital_gap_ev": 7.64,
  "total_energy_ev": -24657.055
}


4.
{
  "formula": "C6H10N6",
  "method": "ωB97M-V/def2-TZVPD",
  "elements": ["C", "C", "C", "C", "C", "C", "H", "H", "H", "H", "H", "H", "H", "H", "H", "H", "N", "N", "N", "N", "N", "N"],
  "coordinates": [[-0.73734, -0.75644, -0.06531], [-1.01419, 0.44698, -0.87746], [-1.52038, 0.24815, -2.32535], [-2.46652, 1.44557, -2.09556], [-2.30355, 1.24804, -0.57487], [1.35884, -0.89919, 1.39050], [-0.15832, 1.13396, -0.85314], [-2.07187, -0.69424, -2.41777], [-0.77110, 0.31660, -3.11915], [-3.48565, 1.36396, -2.50577], [-2.02147, 2.39062, -2.43328], [-3.08702, 0.59954, -0.16315], [-2.19804, 2.13554, 0.05826], [0.84434, -2.69712, 1.58292], [1.08450, -1.29639, -0.71195], [1.91724, 0.63895, 2.76418], [-0.56545, -1.70207, 0.54617], [1.14227, -1.90839, 2.13228], [1.29703, -0.65014, 0.01801], [1.63058, 0.62980, -0.28765], [1.89834, 1.23306, 0.79644], [1.74668, 0.35631, 1.80720]],
  "relative_energy_kj_mol": 579.7,
  "orbital_gap_ev": 9.29,
  "total_energy_ev": -15319.569
}


5.
{
  "formula": "C6H10NO",
  "method": "ωB97M-V/def2-TZVPD",
  "elements": ["C", "C", "C", "C", "C", "C", "N", "O", "H", "H", "H", "H", "H", "H", "H", "H", "H", "H"],
  "coordinates": [[-1.73480, -0.83231, -0.41854], [-1.37576, -1.19738, 0.95363], [-0.89983, 0.10101, -0.87084], [-0.33149, -0.48870, 1.34849], [-0.11917, 1.87421, 0.55978], [1.76423, -0.88620, -0.84851], [0.06873, 0.47645, 0.14387], [1.41027, 0.33621, -0.20582], [-2.55642, -1.27431, -0.95084], [-1.90818, -1.93329, 1.52690], [-0.86895, 0.59852, -1.82097], [0.27770, -0.42933, 2.22511], [0.57586, 2.10660, 1.36472], [0.09024, 2.52846, -0.28656], [-1.14530, 2.01588, 0.89459], [2.85193, -0.87592, -0.82539], [1.41664, -0.91313, -1.88412], [1.39901, -1.75899, -0.30157]],
  "relative_energy_kj_mol": 262.4,
  "total_charge": 1,
  "orbital_gap_ev": 9.95,
  "total_energy_ev": -9911.673
}


6.
{
  "formula": "C6H10NO7S",
  "method": "ωB97M-V/def2-TZVPD",
  "elements": ["C", "C", "C", "C", "C", "C", "N", "O", "O", "O", "O", "O", "O", "O", "S", "H", "H", "H", "H", "H", "H", "H", "H", "H", "H"],
  "coordinates": [[2.00753, 2.23435, 0.37917], [-0.53405, 0.23485, -0.65373], [-3.11672, -1.01968, 0.69127], [1.66517, 0.80164, 0.75445], [-2.61636, 0.38546, 0.39524], [1.03583, 0.00959, -0.36203], [1.79449, -0.00972, -1.58983], [1.87601, 3.16832, 1.12958], [2.21980, -2.29302, -0.14441], [2.51702, 2.38719, -0.84168], [-0.98423, 0.23229, -1.77176], [-0.19086, -2.33426, -0.56795], [0.64451, -1.73800, 1.64708], [-1.19270, 0.41895, 0.47079], [0.90051, -1.77608, 0.22053], [-2.83667, -1.30148, 1.70260], [-4.19797, -1.06385, 0.58040], [-2.63936, -1.71715, 0.00682], [2.59408, 0.27991, 1.01433], [1.01822, 0.77560, 1.63015], [-2.97045, 1.10626, 1.13958], [-2.92282, 0.70768, -0.60685], [1.13723, -0.14824, -2.35757], [2.42065, 1.51630, -1.33953], [2.37113, -0.85692, -1.52665]],
  "relative_energy_kj_mol": 0.0,
  "total_charge": -1,
  "orbital_gap_ev": 9.31,
  "total_energy_ev": -33045.582
}


7.
{
  "formula": "C6H10NOP",
  "method": "ωB97M-V/def2-TZVPD",
  "elements": ["C", "C", "C", "C", "C", "C", "N", "O", "P", "H", "H", "H", "H", "H", "H", "H", "H", "H", "H"],
  "coordinates": [[-1.69232, -2.07876, 1.60712], [-0.80190, -2.61537, 0.66943], [1.85012, 1.34105, -1.56701], [-1.58704, -0.60025, 1.55544], [-0.12023, -1.53672, -0.02491], [-0.64106, -0.37655, 0.46085], [2.16071, 2.64539, -1.63156], [1.68170, 0.79799, -2.77047], [-0.15539, 1.33107, -0.05596], [-2.40560, -2.58474, 2.25906], [-0.68166, -3.77396, 0.66618], [-2.52307, -0.32175, 1.20976], [-1.41472, -0.15390, 2.46839], [0.71426, -1.62323, -0.72648], [1.46158, -0.06489, -2.57176], [2.16996, 3.18542, -0.77922], [2.23885, 3.09481, -2.54760], [0.71191, 1.44870, 0.96391], [-0.96610, 1.88570, 0.81483]],
  "relative_energy_kj_mol": 365.2,
  "orbital_gap_ev": 8.41,
  "total_energy_ev": -19206.123
}


8.
{
  "formula": "C6H10NOPS",
  "method": "ωB97M-V/def2-TZVPD",
  "elements": ["C", "C", "C", "C", "C", "C", "N", "O", "P", "S", "H", "H", "H", "H", "H", "H", "H", "H", "H", "H"],
  "coordinates": [[-1.98967, -0.73133, 0.13406], [-0.31782, 0.76338, 0.20582], [-2.76762, 0.58252, 0.43979], [-3.67590, 0.80256, -0.77741], [3.31750, -1.05576, 0.92832], [2.59886, -0.33349, -0.23093], [-0.59676, -0.47952, 0.01939], [-2.48978, -1.81265, -0.04677], [1.97392, 1.45815, 0.08952], [-1.47534, 1.91734, 0.51844], [-3.38331, 0.69163, 1.30401], [-4.42302, 1.71426, -0.67963], [-4.36707, -0.02600, -0.98651], [-3.03157, 0.68618, -1.57738], [2.57968, -1.46701, 1.77002], [3.95633, -1.95042, 0.50545], [4.06447, -0.40764, 1.40507], [1.56338, -0.82124, -0.57383], [3.24221, -0.42914, -1.05217], [1.59423, 1.67985, -1.31923]],
  "relative_energy_kj_mol": 246.4,
  "orbital_gap_ev": 9.25,
  "total_energy_ev": -30042.918
}


9.
{
  "formula": "C6H10NS",
  "method": "ωB97M-V/def2-TZVPD",
  "elements": ["C", "C", "C", "C", "C", "C", "N", "S", "H", "H", "H", "H", "H", "H", "H", "H", "H", "H"],
  "coordinates": [[1.35123, 0.24976, 1.13272], [0.97893, 0.87848, -0.23993], [1.27714, -0.32197, -1.16640], [1.32196, -1.45515, -0.49435], [-0.53569, 1.01898, -0.59201], [-3.19228, 0.69484, -0.50872], [1.25456, -1.18961, 0.92846], [-1.67413, 0.62480, 0.51427], [2.31253, 0.70281, 1.43124], [0.68949, 0.53620, 1.94557], [1.49168, 1.84561, -0.53717], [1.26968, -0.20796, -2.17236], [1.54934, -2.43509, -1.01420], [-4.11760, 1.01445, 0.13106], [-3.27424, -0.30337, -0.82378], [-3.17098, 1.46536, -1.19427], [2.13892, -1.46806, 1.36096], [0.32946, -1.65009, 1.29891]],
  "relative_energy_kj_mol": 323.3,
  "total_charge": 1,
  "orbital_gap_ev": 8.19,
  "total_energy_ev": -18698.561
}


10.
{
  "formula": "C6H10NS2",
  "method": "ωB97M-V/def2-TZVPD",
  "elements": ["C", "C", "C", "C", "C", "C", "N", "S", "S", "H", "H", "H", "H", "H", "H", "H", "H", "H", "H"],
  "coordinates": [[-1.44436, 2.03646, 0.19067], [-2.65395, 1.40998, -0.27218], [-2.17841, -0.12969, -0.58201], [-1.15435, -0.63338, 0.31096], [0.77518, 0.90342, 0.66487], [3.40640, -1.59202, -0.00843], [-0.39843, 1.55150, 0.44782], [1.88656, 0.91745, -0.67247], [3.61368, 0.22991, 0.11374], [-3.28352, 1.55567, 0.69294], [-3.22488, 1.73912, -1.21812], [-3.16692, -0.57960, -0.65461], [-1.88468, -0.26897, -1.71639], [-1.36631, -0.80250, 1.36544], [-0.33788, -1.22529, -0.18877], [1.27350, 0.74618, 1.72183], [4.32737, -2.00390, -0.23762], [2.75068, -1.86672, -0.79968], [3.06031, -1.98761, 0.84202]],
  "relative_energy_kj_mol": 408.7,
  "total_charge": 1,
  "orbital_gap_ev": [7.27, 7.23],
  "total_energy_ev": -29532.711
}


11.
{
  "formula": "C6H10O",
  "method": "ωB97M-V/def2-TZVPD",
  "elements": ["C", "C", "C", "C", "C", "C", "H", "H", "H", "H", "H", "H", "H", "H", "H", "H", "O"],
  "coordinates": [[0.29918, 0.77048, 1.11281], [0.97357, 1.13351, -0.02225], [-1.02672, -0.58070, 2.65553], [-0.12400, -0.51467, 1.55191], [0.30948, -1.71845, 0.89087], [0.08487, -3.00433, 1.22786], [0.01143, 1.54322, 1.81971], [1.39474, 2.13547, -0.02982], [1.55502, 0.38398, -0.53120], [-1.04226, -1.30003, 3.46592], [-1.63304, 0.30572, 2.81330], [0.67683, -1.57811, -0.13108], [0.21874, -3.81675, 0.52347], [-0.25535, -3.25751, 2.22017], [-0.87826, 3.82434, -6.03852], [-0.23564, 2.61913, -5.33906], [-0.32859, 3.05468, -6.18961]],
  "spin_multiplicity": 2,
  "relative_energy_kj_mol": 80.4,
  "total_charge": -1,
  "orbital_gap_ev": [3.59, 5.36],
  "total_energy_ev": -8428.932
}


12.
{
  "formula": "C6H10O",
  "method": "ωB97M-V/def2-TZVPD",
  "elements": ["C", "C", "C", "C", "C", "O", "C", "H", "H", "H", "H", "H", "H", "H", "H", "H", "H"],
  "coordinates": [[1.90280, -0.84903, -0.99374], [0.96951, -0.15998, 0.01091], [-0.13867, 0.55530, -0.46313], [-1.45203, 0.41841, 0.12632], [-2.60181, 0.87289, -0.46133], [-3.92352, 0.53968, -0.06643], [1.55409, -0.23261, 1.40054], [2.31779, -1.77390, -0.56605], [2.75820, -0.19197, -1.25240], [1.43296, -1.19318, -1.91782], [-0.11059, 1.33620, -1.23700], [-1.48046, -0.35123, 0.89941], [-2.47878, 1.20429, -1.48937], [-3.91461, 0.77155, 0.85201], [1.86972, -1.26323, 1.65029], [2.51523, 0.32083, 1.37804], [0.78016, -0.00400, 2.12974]],
  "spin_multiplicity": 2,
  "relative_energy_kj_mol": 142.9,
  "total_charge": -1,
  "orbital_gap_ev": [4.07, 5.58],
  "total_energy_ev": -8428.284
}